# 1
Entry from OMol25: a 8-piece molecular cluster, C39H93BF3NO25PS7 overall at a distorted geometry (the ωB97M-V functional and the def2-TZVPD basis).

Structure (XYZ):
```
170
Properties=species:S:1:pos:R:3
C 4.73 -1.03 4.11
C 3.31 -1.06 4.61
O 2.35 -1.30 3.58
P 1.79 0.04 2.87
O 2.90 0.86 2.38
C 0.68 0.81 4.04
C -0.03 2.08 3.50
C 0.93 3.25 3.21
B 0.22 4.74 3.14
C 1.46 5.87 3.22
C 2.76 5.46 2.62
N 3.83 5.15 3.22
C -0.78 5.04 4.42
C -2.29 5.18 4.15
C -3.07 3.86 4.03
C -4.44 4.08 3.35
C -5.61 3.41 4.10
C -6.83 3.18 3.18
C -7.06 1.69 2.94
O -5.88 1.13 2.38
C -5.41 -0.03 3.01
C -0.48 4.94 1.68
F 0.41 4.72 0.64
F -0.97 6.18 1.43
F -1.51 4.07 1.40
O 0.87 -0.58 1.73
C 0.80 0.23 0.52
C -0.61 0.05 -0.08
H 5.41 -1.13 4.95
H 4.94 -0.10 3.59
H 4.94 -1.84 3.42
H 3.11 -0.14 5.16
H 3.20 -1.87 5.33
H -0.11 0.07 4.22
H 1.16 0.98 5.00
H -0.77 2.34 4.25
H -0.49 1.78 2.56
H 1.69 3.24 3.99
H 1.42 3.02 2.26
H 1.67 6.14 4.26
H 1.17 6.81 2.72
H 2.79 5.42 1.53
H 3.66 5.23 4.23
H -0.66 4.28 5.20
H -0.47 5.97 4.90
H -2.74 5.71 5.00
H -2.52 5.79 3.28
H -3.23 3.43 5.01
H -2.53 3.15 3.42
H -4.67 5.14 3.28
H -4.41 3.67 2.34
H -5.31 2.46 4.54
H -5.93 4.10 4.87
H -7.73 3.58 3.63
H -6.69 3.67 2.22
H -7.32 1.24 3.89
H -7.87 1.55 2.23
H -4.34 -0.12 2.83
H -5.55 0.01 4.09
H -5.90 -0.92 2.61
H 1.53 -0.16 -0.18
H 0.98 1.27 0.72
H -0.95 1.02 -0.42
H -0.58 -0.68 -0.88
H -1.27 -0.29 0.71
O -9.26 -0.72 2.59
S -9.74 -1.00 1.27
O -10.70 -0.15 0.64
O -10.27 -2.50 1.23
C -11.23 -2.90 2.23
C -12.63 -2.41 1.92
C -8.37 -1.21 0.19
H -10.89 -2.56 3.21
H -11.20 -3.99 2.23
H -12.69 -1.32 2.00
H -13.34 -2.84 2.63
H -12.92 -2.68 0.91
H -7.66 -1.90 0.65
H -7.91 -0.23 0.05
H -8.73 -1.60 -0.76
O 0.44 -0.09 -3.27
S 1.20 -0.17 -4.48
O 2.59 -0.51 -4.42
O 1.02 1.18 -5.29
C 1.26 2.42 -4.58
C 2.73 2.72 -4.41
C 0.40 -1.24 -5.62
H 0.74 2.40 -3.62
H 0.78 3.19 -5.19
H 3.20 2.01 -3.73
H 2.86 3.72 -3.99
H 3.25 2.66 -5.37
H -0.65 -0.95 -5.69
H 0.49 -2.25 -5.23
H 0.89 -1.15 -6.58
O 5.96 -3.11 -8.78
S 6.78 -2.13 -8.14
O 7.88 -2.52 -7.31
O 5.87 -1.11 -7.34
C 4.91 -1.64 -6.39
C 5.56 -2.06 -5.09
C 7.38 -0.99 -9.35
H 4.37 -2.47 -6.85
H 4.20 -0.84 -6.21
H 6.22 -2.92 -5.23
H 4.80 -2.32 -4.36
H 6.17 -1.24 -4.69
H 6.54 -0.65 -9.95
H 8.10 -1.52 -9.96
H 7.86 -0.15 -8.84
O 9.63 2.38 -7.42
S 10.97 2.25 -6.92
O 12.02 1.86 -7.81
O 10.96 1.30 -5.66
C 10.30 0.02 -5.80
C 11.15 -0.98 -6.55
C 11.44 3.73 -6.09
H 9.32 0.15 -6.27
H 10.12 -0.34 -4.78
H 11.27 -0.68 -7.60
H 10.69 -1.97 -6.53
H 12.15 -1.04 -6.12
H 10.65 4.00 -5.39
H 11.56 4.50 -6.84
H 12.38 3.55 -5.57
O 4.89 -4.77 -3.57
S 4.03 -5.38 -2.60
O 2.62 -5.38 -2.79
O 4.37 -4.79 -1.16
C 4.40 -3.35 -1.02
C 3.01 -2.75 -0.93
C 4.57 -7.03 -2.28
H 4.97 -2.91 -1.84
H 4.95 -3.16 -0.10
H 2.47 -2.86 -1.87
H 3.08 -1.69 -0.70
H 2.43 -3.24 -0.15
H 5.64 -7.02 -2.09
H 4.34 -7.61 -3.17
H 4.02 -7.41 -1.43
O 9.33 1.47 3.96
S 8.82 0.40 3.17
O 8.05 -0.64 3.78
O 10.04 -0.26 2.37
C 11.20 -0.64 3.13
C 10.99 -1.95 3.88
C 7.93 1.03 1.79
H 11.48 0.16 3.80
H 11.99 -0.75 2.39
H 10.25 -1.84 4.67
H 11.93 -2.27 4.32
H 10.64 -2.72 3.20
H 8.54 1.79 1.31
H 7.01 1.46 2.18
H 7.71 0.21 1.12
O -16.56 -3.69 0.57
S -17.14 -3.18 1.78
O -16.31 -2.85 2.90
O -18.29 -4.17 2.25
C -17.95 -5.57 2.38
C -17.18 -5.86 3.65
C -18.17 -1.80 1.40
H -17.41 -5.90 1.50
H -18.91 -6.09 2.39
H -16.19 -5.41 3.63
H -17.07 -6.94 3.78
H -17.70 -5.46 4.52
H -18.83 -2.07 0.58
H -17.52 -0.99 1.11
H -18.74 -1.54 2.29
```

Computed properties:
Total charge: -1
Largest force on an atom: 1.396 eV Å⁻¹
Relative energy (zero: lowest compared OMol25 entry of this formula, charge and spin): 0.0000 eV
Highest occupied orbital energy: -5.637 eV
Frontier orbital gap: 6.97 eV
Lowest unoccupied orbital energy: 1.34 eV

Mulliken atomic charge list, values in e, 99 entries:
1. C -0.943
2. C -0.376
3. O -0.550
4. P 1.388
5. O -0.725
6. C -1.321
7. C -0.103
8. C -0.776
9. B 0.715
10. C -0.963
11. C -0.087
12. N -0.804
13. C -1.182
14. C -0.947
15. C 0.376
16. C -0.926
17. C -0.655
18. C -1.033
19. C -0.339
20. O -0.246
21. C -0.638
22. C 0.471
23. F -0.337
24. F -0.329
25. F -0.208
26. O -0.536
27. C 0.727
28. C -1.341
29. H 0.441
30. H 0.158
31. H 0.226
32. H 0.226
33. H 0.401
34. H 0.483
35. H 0.495
36. H 0.088
37. H 0.143
38. H 0.267
39. H 0.361
40. H 0.407
41. H 0.185
42. H 0.411
43. H 0.246
44. H 0.356
45. H 0.436
46. H 0.496
47. H 0.319
48. H 0.534
49. H -0.379
50. H 0.266
51. H 0.313
52. H 0.400
53. H 0.411
54. H 0.414
55. H 0.412
56. H 0.444
57. H 0.133
58. H 0.205
59. H 0.375
60. H 0.137
61. H -0.037
62. H -0.066
63. H 0.335
64. H 0.254
65. H 0.407
66. O -0.623
67. S 1.230
68. O -0.635
69. O -0.268
70. C -0.460
71. C -0.878
72. C -0.964
73. H 0.330
74. H 0.299
75. H 0.304
76. H 0.353
77. H 0.269
78. H 0.276
79. H 0.374
80. H 0.386
81. O -0.504
82. S 1.114
83. O -0.494
84. O -0.368
85. C -0.329
86. C -0.929
87. C -1.090
88. H 0.322
89. H 0.278
90. H 0.212
91. H 0.413
92. H 0.265
93. H 0.366
94. H 0.367
95. H 0.371
96. O -0.689
97. S 1.228
98. O -0.565
99. O -0.314

---

# 2
Entry from OMol25: a 7-piece molecular cluster, C50H43FN2O26S overall at a distorted geometry (the ωB97M-V functional and the def2-TZVPD basis).

Structure (XYZ):
```
123
Properties=species:S:1:pos:R:3
C -2.66 -0.49 5.07
C -3.00 0.67 3.97
O -3.30 -0.03 2.74
C -2.38 0.32 1.67
C -0.85 -0.11 1.94
O -0.48 -1.39 1.34
C 0.33 -2.19 2.23
C 1.92 -1.95 2.08
C 2.97 -3.10 2.44
C 4.51 -2.87 2.35
C 5.60 -4.01 2.74
C 6.45 -3.40 3.99
C 6.42 -4.40 5.26
F 7.80 -3.03 3.63
C 5.11 -1.48 1.90
N 6.48 -1.03 1.77
S 6.35 0.58 1.21
N 4.66 0.94 1.04
C 4.10 -0.34 1.50
C 2.53 -0.58 1.60
H -2.75 -0.12 6.15
H -1.61 -0.91 4.82
H -3.39 -1.35 4.84
H -2.07 1.34 3.92
H -3.86 1.36 4.33
H -2.71 -0.19 0.68
H -2.41 1.47 1.48
H -0.53 -0.06 3.04
H -0.20 0.69 1.40
H 0.14 -3.29 1.92
H 0.06 -2.11 3.34
H 2.60 -4.13 2.81
H 5.13 -5.02 2.97
H 6.33 -4.05 1.83
H 5.93 -2.43 4.34
H 6.53 -5.50 4.90
H 5.42 -4.24 5.82
H 7.28 -4.10 5.96
H 1.87 0.29 1.30
O -5.32 7.73 6.03
C -5.14 6.53 6.17
C -6.12 5.53 5.74
C -5.89 4.23 5.92
O -6.80 3.29 5.53
C -4.64 3.74 6.56
O -4.46 2.55 6.73
C -3.64 4.74 6.97
C -3.87 6.04 6.78
O -2.95 6.98 7.15
H -7.03 5.89 5.28
H -6.40 2.43 5.77
H -2.73 4.38 7.42
H -3.35 7.84 6.92
O -3.48 8.44 0.56
C -3.31 7.24 0.45
C -2.66 6.65 -0.73
C -2.51 5.33 -0.83
O -1.91 4.76 -1.91
C -2.98 4.41 0.25
O -2.83 3.20 0.12
C -3.60 5.00 1.44
C -3.75 6.32 1.54
O -4.33 6.88 2.64
H -2.33 7.33 -1.50
H -1.91 3.80 -1.75
H -3.92 4.32 2.22
H -4.33 7.85 2.47
O -2.45 0.13 -1.44
C -2.79 -0.38 -2.50
C -2.09 -1.53 -3.07
C -2.47 -2.05 -4.24
O -1.83 -3.12 -4.78
C -3.62 -1.47 -5.00
O -3.93 -1.96 -6.08
C -4.33 -0.34 -4.41
C -3.95 0.18 -3.24
O -4.61 1.23 -2.68
H -1.26 -1.94 -2.51
H -2.29 -3.30 -5.63
H -5.18 0.06 -4.97
H -4.14 1.41 -1.85
O -5.77 -2.68 -1.96
C -5.60 -3.88 -2.08
C -4.96 -4.48 -3.26
C -4.81 -5.80 -3.36
O -4.22 -6.36 -4.45
C -5.27 -6.72 -2.28
O -5.13 -7.92 -2.42
C -5.88 -6.12 -1.09
C -6.04 -4.80 -0.99
O -6.60 -4.24 0.12
H -4.63 -3.80 -4.03
H -4.22 -7.32 -4.28
H -6.20 -6.80 -0.31
H -6.60 -3.27 -0.05
O 7.88 -0.36 -1.01
C 9.04 -0.35 -1.37
C 9.44 0.02 -2.74
C 10.72 0.00 -3.10
O 11.11 0.34 -4.36
C 11.79 -0.40 -2.14
O 12.96 -0.42 -2.51
C 11.40 -0.74 -0.77
C 10.12 -0.72 -0.41
O 9.74 -1.03 0.87
H 8.65 0.30 -3.42
H 12.08 0.24 -4.37
H 12.19 -1.00 -0.08
H 8.76 -0.94 0.88
O 2.49 -0.21 -9.47
C 1.75 -0.14 -8.51
C 0.29 -0.09 -8.64
C -0.49 0.00 -7.56
O -1.85 0.04 -7.67
C 0.09 0.05 -6.19
O -0.65 0.15 -5.22
C 1.55 -0.03 -6.05
C 2.33 -0.12 -7.13
O 3.68 -0.19 -7.02
H -0.12 -0.13 -9.64
H -2.18 0.11 -6.75
H 1.96 -0.01 -5.05
H 4.02 -0.25 -7.94
```

Computed properties:
Largest force on an atom: 6.549 eV Å⁻¹
Highest occupied orbital energy: -8.426 eV
Frontier orbital gap: 6.58 eV
Lowest unoccupied orbital energy: -1.84 eV

Mulliken atomic charge list, values in e, 99 entries:
1. C -0.872
2. C 0.043
3. O -0.459
4. C 0.515
5. C -0.425
6. O -0.296
7. C -0.385
8. C 0.830
9. C -0.905
10. C 0.391
11. C -0.691
12. C 0.469
13. C -1.165
14. F -0.341
15. C 0.164
16. N -0.382
17. S 0.215
18. N -0.601
19. C 0.567
20. C -0.704
21. H 0.333
22. H 0.106
23. H 0.258
24. H 0.232
25. H 0.062
26. H -0.155
27. H -0.039
28. H 0.454
29. H 0.141
30. H 0.318
31. H 0.222
32. H 0.203
33. H 0.431
34. H 0.281
35. H 0.187
36. H 0.290
37. H 0.295
38. H 0.333
39. H 0.123
40. O -0.653
41. C 0.919
42. C -0.747
43. C 0.332
44. O -0.601
45. C 0.947
46. O -0.634
47. C -0.982
48. C 0.400
49. O -0.574
50. H 0.427
51. H 0.359
52. H 0.446
53. H 0.351
54. O -0.610
55. C 0.924
56. C -0.867
57. C 0.276
58. O -0.588
59. C 0.735
60. O -0.363
61. C -1.151
62. C 0.318
63. O -0.466
64. H 0.440
65. H 0.312
66. H 0.689
67. H 0.332
68. O -0.636
69. C 1.126
70. C -1.234
71. C 0.820
72. O -0.687
73. C 0.953
74. O -0.655
75. C -1.177
76. C 0.323
77. O -0.637
78. H 0.515
79. H 0.369
80. H 0.515
81. H 0.235
82. O -0.609
83. C 0.986
84. C -0.750
85. C 0.348
86. O -0.562
87. C 0.802
88. O -0.614
89. C -0.916
90. C 0.317
91. O -0.574
92. H 0.501
93. H 0.353
94. H 0.423
95. H 0.353
96. O -0.498
97. C 0.927
98. C -0.984
99. C 0.344

---

# 3
Entry from OMol25: one molecule with the formula C5H11NO at a distorted geometry (the ωB97M-V functional and the def2-TZVPD basis).

Structure (XYZ):
```
18
Properties=species:S:1:pos:R:3
C 1.23 1.40 -2.88
N 0.93 0.64 -1.90
C 0.64 1.25 -0.49
C 0.53 0.24 0.61
C -0.97 -0.47 0.66
C -1.18 -1.58 1.67
O -0.73 -2.94 1.51
H 1.12 1.25 -3.97
H 1.50 2.47 -2.69
H 1.34 2.11 -0.13
H -0.37 1.69 -0.49
H 1.33 -0.59 0.48
H 0.85 0.79 1.59
H -1.88 0.26 0.88
H -1.07 -0.84 -0.41
H -0.88 -1.29 2.72
H -2.35 -1.62 1.91
H -0.02 -2.76 0.93
```

Computed properties:
Largest force on an atom: 5.088 eV Å⁻¹
Relative energy (zero: lowest compared OMol25 entry of this formula, charge and spin): 3.6367 eV
Highest occupied orbital energy: -9.620 eV
Frontier orbital gap: 10.62 eV
Lowest unoccupied orbital energy: 1.00 eV

Charges per atom according to natural (NBO) partitioning, unit e:
1. C -0.047
2. N -0.410
3. C -0.265
4. C -0.413
5. C -0.451
6. C -0.090
7. O -0.697
8. H 0.185
9. H 0.126
10. H 0.194
11. H 0.204
12. H 0.210
13. H 0.213
14. H 0.225
15. H 0.226
16. H 0.167
17. H 0.167
18. H 0.457

---

# 4
Entry from OMol25: C23H34BrN3PdSb2 as an isolated structure (the ωB97M-V functional and the def2-TZVPD basis).

Structure (XYZ):
```
64
Properties=species:S:1:pos:R:3
Pd 0.95 0.19 -0.60
C 0.54 5.91 -0.21
C 1.34 4.67 -0.48
C 2.70 4.72 -0.78
C 3.40 3.55 -1.04
C 2.69 2.37 -1.00
Br 3.52 0.68 -1.31
N 1.40 2.29 -0.72
C 0.74 3.42 -0.47
H 1.19 6.76 -0.02
H -0.11 5.78 0.66
H -0.10 6.16 -1.06
H 3.21 5.67 -0.80
H 4.46 3.56 -1.27
H -0.32 3.32 -0.24
C -2.97 0.88 -0.46
Sb -1.34 0.34 -1.70
C -1.25 1.90 -3.14
C -2.22 -1.27 -2.81
C -2.70 -2.38 -1.92
C -4.03 -2.37 -1.50
C -4.53 -3.37 -0.68
C -3.70 -4.40 -0.27
C -2.38 -4.42 -0.68
C -1.86 -3.42 -1.50
C -0.41 -3.49 -1.90
Sb 0.81 -2.32 -0.59
C 2.74 -3.07 -1.05
C 0.32 -3.08 1.32
H -3.21 0.07 0.22
H -3.83 1.07 -1.11
H -2.75 1.79 0.10
H -1.98 1.70 -3.92
H -0.25 1.93 -3.58
H -1.47 2.86 -2.68
H -1.49 -1.60 -3.56
H -3.05 -0.82 -3.34
H -4.69 -1.58 -1.84
H -5.57 -3.35 -0.37
H -4.08 -5.19 0.36
H -1.74 -5.25 -0.38
H -0.24 -3.18 -2.93
H -0.02 -4.50 -1.80
H 2.77 -4.13 -0.79
H 3.51 -2.55 -0.49
H 2.93 -2.96 -2.12
H 0.47 -4.15 1.33
H -0.73 -2.85 1.53
H 0.95 -2.60 2.06
C -0.06 1.67 4.84
C 0.76 0.99 3.80
C 1.91 0.23 3.88
C 2.23 -0.14 2.56
N 1.35 0.39 1.71
N 0.46 1.05 2.48
C 3.38 -0.96 2.11
H 0.13 1.21 5.81
H -1.12 1.58 4.62
H 0.20 2.72 4.91
H 2.44 -0.03 4.78
H -0.33 1.51 2.06
H 3.63 -1.72 2.85
H 4.27 -0.35 1.96
H 3.16 -1.46 1.16
```

Computed properties:
Total charge: +2
Largest force on an atom: 0.908 eV Å⁻¹
Relative energy (zero: lowest compared OMol25 entry of this formula, charge and spin): 0.0838 eV
Highest occupied orbital energy: -13.826 eV
Frontier orbital gap: 7.01 eV
Lowest unoccupied orbital energy: -6.82 eV

Charges per atom according to natural (NBO) partitioning, unit e:
1. Pd 0.300
2. C -0.642
3. C -0.014
4. C -0.105
5. C -0.246
6. C 0.159
7. Br 0.149
8. N -0.518
9. C 0.048
10. H 0.245
11. H 0.235
12. H 0.246
13. H 0.250
14. H 0.265
15. H 0.202
16. C -0.979
17. Sb 1.292
18. C -0.979
19. C -0.734
20. C -0.078
21. C -0.193
22. C -0.187
23. C -0.185
24. C -0.193
25. C -0.062
26. C -0.743
27. Sb 1.375
28. C -0.980
29. C -0.982
30. H 0.260
31. H 0.256
32. H 0.240
33. H 0.257
34. H 0.252
35. H 0.246
36. H 0.248
37. H 0.257
38. H 0.217
39. H 0.238
40. H 0.238
41. H 0.220
42. H 0.249
43. H 0.259
44. H 0.260
45. H 0.244
46. H 0.256
47. H 0.255
48. H 0.257
49. H 0.254
50. C -0.656
51. C 0.208
52. C -0.333
53. C 0.175
54. N -0.404
55. N -0.340
56. C -0.636
57. H 0.256
58. H 0.231
59. H 0.245
60. H 0.251
61. H 0.406
62. H 0.247
63. H 0.247
64. H 0.193